{
  "formula": "C27H47HfN5O6SSe3Si",
  "method": "the ωB97M-V functional and the def2-TZVPD basis",
  "energy_ev": -264560.1647,
  "lumo_energy_ev": -0.333,
  "homo_energy_ev": -7.13,
  "spin_multiplicity": 1,
  "orbital_gap_ev": 6.797,
  "relative_energy_ev": 0.000,
  "species": ["Hf", "O", "C", "C", "C", "C", "C", "C", "C", "O", "N", "O", "O", "H", "H", "H", "H", "O", "C", "C", "C", "O", "C", "Se", "C", "Se", "H", "H", "H", "H", "H", "H", "H", "H", "H", "H", "N", "C", "C", "N", "C", "H", "H", "H", "H", "C", "Si", "C", "C", "Se", "H", "H", "H", "H", "H", "H", "H", "H", "H", "C", "C", "C", "C", "N", "C", "S", "N", "C", "C", "C", "C", "H", "H", "H", "H", "H", "H", "H", "H", "H", "H", "H", "H", "H", "H", "H", "H", "H", "H", "H", "H"],
  "positions_angstrom": [[-0.62825, 0.24330, -1.14175], [-1.35101, 1.31000, 0.76489], [-2.43505, 1.78538, 1.08270], [-3.69822, 1.50141, 0.44968], [-4.84403, 2.10150, 0.97220], [-6.06606, 1.76217, 0.46742], [-6.19089, 0.81325, -0.54994], [-5.06857, 0.21216, -1.06138], [-3.78244, 0.54522, -0.58219], [-2.73675, -0.03393, -1.08355], [-7.27638, 2.39559, 1.02178], [-8.34212, 2.10143, 0.51911], [-7.12794, 3.25020, 1.87131], [-2.45749, 2.45230, 1.95589], [-4.77151, 2.82990, 1.76993], [-7.17732, 0.56632, -0.91805], [-5.14461, -0.52628, -1.84872], [1.78662, 3.40214, -5.50511], [0.88170, 2.31586, -5.68947], [0.35631, 1.86304, -4.32621], [-0.56817, 0.69260, -4.64491], [-1.42236, 0.30023, -3.55749], [1.56478, 1.48925, -3.42920], [1.54717, -0.29042, -2.57464], [-0.43557, 3.02664, -3.71283], [-1.22437, 2.77265, -1.92575], [2.22804, 3.58382, -6.33914], [1.38313, 1.47064, -6.17630], [0.04284, 2.62466, -6.32129], [0.01380, -0.18974, -4.89571], [-1.20558, 0.94926, -5.49547], [-2.10790, 0.97707, -3.43246], [1.66390, 2.21060, -2.62426], [2.48388, 1.52568, -4.00874], [-1.26060, 3.29927, -4.37467], [0.21443, 3.89145, -3.62284], [-1.00591, -3.98285, -2.90114], [-2.27744, -3.56807, -3.25416], [-2.38784, -2.30747, -2.76831], [-1.22102, -1.95254, -2.12276], [-0.41315, -2.97826, -2.22573], [-0.58921, -4.87478, -3.09991], [-2.95982, -4.19198, -3.80425], [-3.21739, -1.62923, -2.82981], [0.58079, -3.03650, -1.81685], [-0.90359, -3.50449, 3.12257], [-1.65939, -2.53588, 1.73714], [-2.50850, -3.66411, 0.54467], [-2.89096, -1.33532, 2.42892], [0.06265, -1.50217, 0.74032], [-1.60041, -4.24700, 3.52706], [-0.61381, -2.82811, 3.93262], [-0.00605, -4.02295, 2.77620], [-3.23930, -4.30598, 1.05125], [-1.78085, -4.30328, 0.03590], [-3.02971, -3.07286, -0.21378], [-3.54898, -1.82748, 3.15516], [-3.51866, -0.92139, 1.63288], [-2.37948, -0.51041, 2.93599], [0.44088, 0.67492, 4.69671], [1.81093, 0.42943, 5.33237], [2.99900, 0.71240, 4.40984], [2.99627, -0.13192, 3.13448], [2.20554, 0.48933, 2.07665], [2.47662, 0.85210, 0.82867], [1.40943, 1.97108, 0.03786], [3.51064, 0.35739, 0.14157], [4.18307, -0.93737, 0.28363], [5.70468, -0.84304, 0.28698], [6.36738, -0.29068, 1.54996], [6.18906, 1.20827, 1.79057], [-0.35802, 0.58925, 5.43537], [0.21521, -0.05087, 3.90669], [0.37737, 1.67761, 4.26049], [1.86774, -0.61123, 5.66831], [1.90853, 1.04394, 6.22989], [3.92765, 0.51957, 4.95177], [3.01454, 1.76884, 4.12569], [2.56799, -1.11732, 3.35446], [4.00423, -0.28572, 2.77940], [1.27407, 0.77827, 2.33523], [3.50136, 0.71774, -0.80322], [3.86069, -1.53338, -0.57292], [3.80855, -1.45453, 1.16297], [6.01539, -0.24658, -0.57935], [6.08261, -1.85360, 0.10887], [7.43634, -0.50657, 1.48460], [6.01277, -0.85616, 2.41915], [6.56057, 1.78222, 0.93765], [6.74635, 1.52838, 2.67340], [5.14716, 1.49667, 1.93540]],
  "forces_ev_per_angstrom": [[-0.83, -0.17, -0.30], [-0.02, 0.07, -0.09], [-0.15, -0.02, 0.02], [0.18, 0.26, 0.32], [0.12, 0.09, 0.10], [-0.39, -0.05, 0.24], [0.01, -0.12, -0.09], [-0.17, 0.01, -0.04], [0.19, -0.17, -0.31], [-0.12, 0.00, 0.02], [0.35, 0.46, -0.75], [-0.12, -0.26, 0.16], [0.01, -0.15, 0.29], [-0.06, 0.01, 0.02], [0.00, -0.03, 0.00], [0.03, 0.00, 0.01], [-0.02, 0.01, 0.02], [-0.08, -0.15, -0.05], [0.18, 0.21, 0.01], [0.02, 0.06, 0.18], [-0.19, -0.06, 0.11], [0.09, 0.00, 0.10], [-0.06, 0.01, -0.02], [0.35, -0.15, -0.42], [-0.04, -0.06, -0.13], [0.05, 0.34, 0.22], [-0.03, 0.00, 0.01], [0.03, -0.02, 0.00], [-0.05, 0.04, -0.04], [0.02, -0.07, -0.02], [-0.05, 0.01, -0.01], [0.13, 0.10, 0.04], [0.04, 0.08, 0.03], [0.00, -0.04, -0.06], [0.03, 0.02, -0.07], [0.05, 0.02, -0.03], [-0.08, 0.01, -0.03], [0.24, -0.07, 0.04], [0.11, 0.05, 0.06], [0.03, 0.13, -0.01], [-0.20, -0.16, -0.06], [-0.01, 0.01, 0.00], [0.03, 0.02, 0.04], [0.03, 0.00, -0.01], [-0.01, 0.00, -0.01], [0.17, -0.23, 0.34], [0.07, 0.14, -0.21], [-0.28, -0.31, -0.24], [-0.30, 0.27, 0.15], [0.68, -0.04, 0.42], [0.05, 0.08, -0.01], [0.03, -0.08, -0.02], [-0.04, -0.01, 0.06], [0.05, 0.06, -0.07], [-0.07, 0.01, 0.02], [0.02, -0.09, 0.02], [0.05, 0.05, -0.08], [0.07, -0.03, 0.14], [-0.08, -0.06, -0.02], [-0.02, 0.00, -0.06], [-0.05, 0.00, -0.04], [-0.13, 0.05, -0.02], [-0.23, -0.15, -0.16], [-0.09, 0.45, 0.27], [0.07, -0.38, -0.22], [0.07, -0.28, 0.21], [0.11, 0.19, 0.13], [-0.17, 0.08, -0.02], [0.02, 0.07, -0.08], [-0.05, 0.02, 0.04], [0.00, 0.03, -0.04], [0.05, -0.01, 0.01], [0.05, 0.03, 0.04], [0.01, -0.04, 0.04], [0.00, 0.02, 0.00], [0.01, 0.02, -0.01], [-0.01, -0.03, 0.02], [0.02, -0.01, 0.02], [0.07, -0.05, -0.06], [0.13, 0.10, -0.04], [0.04, 0.06, 0.10], [0.03, -0.09, -0.07], [0.02, -0.03, -0.05], [-0.02, 0.01, 0.02], [0.00, -0.03, 0.04], [0.00, 0.00, 0.01], [0.02, 0.02, 0.00], [0.00, 0.00, 0.00], [-0.01, -0.03, 0.03], [0.00, -0.03, -0.03], [0.02, -0.05, -0.01]]
}


{
  "formula": "C27H47N9O5Si2Zr",
  "method": "the ωB97M-V functional and the def2-TZVPD basis",
  "energy_ev": -69442.7644,
  "lumo_energy_ev": -4.927,
  "homo_energy_ev": -13.15,
  "spin_multiplicity": 1,
  "orbital_gap_ev": 8.225,
  "relative_energy_ev": 0.000,
  "total_charge": 2,
  "species": ["Zr", "C", "N", "C", "C", "O", "C", "O", "C", "C", "O", "N", "C", "C", "H", "H", "H", "H", "H", "H", "H", "H", "H", "H", "H", "H", "H", "H", "H", "H", "C", "Si", "C", "C", "C", "C", "C", "C", "C", "C", "N", "Si", "C", "C", "C", "H", "H", "H", "H", "H", "H", "H", "H", "H", "H", "H", "H", "H", "H", "H", "H", "H", "H", "H", "H", "H", "H", "N", "C", "N", "N", "C", "N", "H", "H", "H", "H", "C", "N", "C", "C", "C", "O", "N", "C", "O", "H", "H", "H", "H", "H"],
  "positions_angstrom": [[0.09627, 0.01133, -0.03358], [-0.42164, -3.78169, 4.10790], [-0.32500, -2.44320, 3.52825], [-0.31715, -1.31315, 4.46154], [-0.30097, -2.20603, 2.23754], [-0.31292, -1.03160, 1.79788], [-0.31547, -3.34927, 1.23995], [-0.12180, -2.84019, -0.06072], [1.01815, -3.31289, -0.74153], [2.16730, -2.34563, -0.48810], [1.92069, -1.33857, 0.21276], [3.35709, -2.56389, -1.01320], [4.44648, -1.61335, -0.80044], [3.70073, -3.75097, -1.78902], [-1.19119, -3.77291, 4.87753], [-0.70529, -4.51814, 3.36296], [0.52810, -4.06675, 4.56002], [-0.02509, -1.68265, 5.44042], [0.39402, -0.56177, 4.12795], [-1.30892, -0.86479, 4.51932], [0.44143, -4.09189, 1.49964], [-1.29763, -3.83034, 1.27682], [1.27275, -4.32763, -0.42880], [0.77683, -3.32693, -1.80429], [4.04903, -0.68895, -0.39396], [5.17876, -2.03283, -0.11003], [4.93598, -1.42358, -1.75556], [2.84444, -4.40247, -1.92610], [4.06269, -3.44670, -2.77080], [4.49016, -4.30668, -1.28307], [-3.51725, -0.81514, 2.52343], [-2.93720, 0.74270, 1.64955], [-4.40420, 1.90865, 1.58484], [-1.69028, 1.68898, 2.69649], [-2.21193, 0.36269, -0.06684], [-1.99668, 1.67856, -0.73838], [-2.92569, 2.58588, -1.25736], [-2.47554, 3.78153, -1.77664], [-1.11067, 4.08056, -1.78571], [-0.23744, 3.14285, -1.29334], [-0.68417, 1.97665, -0.80487], [-3.36542, -0.74827, -1.11482], [-3.15581, -2.56219, -0.69079], [-5.19307, -0.37883, -0.89206], [-2.99744, -0.49440, -2.93343], [-3.83940, -0.55205, 3.53466], [-2.76772, -1.60266, 2.60577], [-4.38588, -1.24056, 2.01740], [-4.79477, 2.00278, 2.60216], [-5.22367, 1.57532, 0.95128], [-4.10863, 2.91040, 1.26721], [-2.17494, 2.00178, 3.62535], [-1.39003, 2.60430, 2.17660], [-0.78831, 1.13981, 2.95948], [-3.97971, 2.35097, -1.22892], [-3.18500, 4.49807, -2.17046], [-0.74426, 5.02073, -2.17091], [0.83450, 3.29827, -1.27076], [-3.19523, -2.73699, 0.38730], [-2.22432, -2.96517, -1.08378], [-3.97968, -3.12370, -1.13727], [-5.55416, -0.56978, 0.11949], [-5.74524, -1.04453, -1.56119], [-5.47112, 0.64087, -1.16148], [-1.95557, -0.70117, -3.17798], [-3.23613, 0.51921, -3.26184], [-3.62145, -1.17509, -3.51812], [4.08112, 4.45576, 3.13396], [3.50391, 3.67694, 2.22163], [3.82178, 3.80598, 0.93806], [2.60796, 2.79300, 2.68237], [1.93272, 2.06179, 1.88330], [1.28862, 1.35012, 1.22247], [4.80437, 5.11306, 2.90242], [3.79228, 4.36590, 4.09287], [4.49258, 4.50055, 0.65524], [3.47352, 3.18224, 0.21109], [4.19919, 2.24461, -3.91959], [3.11732, 1.36854, -3.46330], [2.51645, 0.49433, -4.30484], [1.50499, -0.31580, -3.90465], [1.11270, -0.17844, -2.55300], [0.16680, -0.86326, -1.99360], [1.69917, 0.68883, -1.72487], [2.70978, 1.49477, -2.13297], [3.26871, 2.31552, -1.41151], [4.42904, 2.00103, -4.95274], [5.07963, 2.09664, -3.29978], [3.89103, 3.28478, -3.84626], [2.89232, 0.48782, -5.31907], [1.00964, -1.00158, -4.57259]],
  "forces_ev_per_angstrom": [[-0.03, -0.24, -0.17], [-0.01, 0.00, 0.00], [0.00, 0.01, -0.02], [0.01, 0.00, 0.00], [-0.04, -0.05, -0.05], [0.09, 0.17, 0.15], [-0.03, -0.02, 0.04], [-0.01, 0.03, 0.00], [0.00, -0.01, -0.05], [-0.02, 0.01, 0.02], [0.09, 0.02, -0.01], [0.02, 0.00, 0.01], [0.00, 0.01, 0.00], [0.00, -0.01, -0.02], [0.00, 0.00, 0.00], [0.01, 0.00, 0.00], [0.00, 0.00, 0.00], [0.00, 0.00, 0.00], [0.00, -0.01, 0.00], [0.00, 0.00, 0.00], [0.01, 0.01, -0.01], [0.00, -0.02, 0.01], [0.00, 0.01, 0.00], [0.00, -0.02, 0.01], [0.00, 0.00, 0.01], [0.00, 0.00, 0.00], [0.00, 0.00, 0.00], [0.00, 0.00, 0.00], [0.00, 0.00, 0.00], [0.00, 0.00, 0.00], [-0.01, -0.01, 0.00], [0.00, 0.01, 0.02], [0.02, 0.01, 0.01], [0.01, 0.01, -0.01], [-0.07, -0.01, -0.17], [0.16, -0.06, -0.04], [-0.01, 0.01, -0.04], [-0.05, -0.01, 0.01], [0.06, -0.01, -0.01], [-0.05, 0.02, -0.05], [-0.07, -0.09, 0.17], [-0.01, 0.07, 0.06], [0.00, 0.00, 0.02], [0.01, -0.01, 0.02], [0.01, -0.01, -0.01], [0.00, 0.00, 0.00], [0.00, 0.01, -0.01], [0.00, -0.01, 0.01], [-0.01, 0.00, 0.00], [-0.01, -0.01, 0.00], [0.00, 0.00, 0.00], [-0.02, 0.00, -0.01], [0.01, 0.00, 0.02], [-0.01, 0.00, -0.01], [0.00, 0.00, 0.00], [0.00, 0.00, 0.00], [-0.01, 0.00, 0.00], [0.00, 0.00, 0.00], [0.00, 0.00, 0.00], [0.01, -0.01, 0.00], [0.00, 0.01, 0.00], [-0.01, 0.01, 0.00], [0.01, -0.01, 0.00], [0.00, 0.01, 0.00], [0.00, 0.00, 0.00], [0.01, 0.00, 0.00], [0.00, 0.00, 0.00], [0.02, 0.01, 0.00], [-0.12, -0.06, 0.04], [0.10, 0.09, -0.02], [-0.04, 0.03, -0.07], [0.16, 0.00, -0.03], [-0.03, 0.00, 0.15], [-0.01, 0.01, 0.00], [0.01, -0.01, 0.00], [0.00, -0.01, -0.02], [-0.03, -0.06, 0.03], [-0.01, -0.01, -0.01], [0.00, -0.03, -0.01], [-0.01, 0.00, 0.04], [0.02, -0.02, 0.00], [-0.01, 0.08, -0.04], [-0.06, 0.09, 0.03], [-0.06, -0.09, -0.05], [0.03, 0.12, 0.06], [-0.02, -0.01, 0.00], [0.00, 0.01, 0.00], [0.00, 0.00, 0.00], [0.00, 0.00, 0.01], [0.00, 0.00, 0.00], [0.01, 0.01, -0.01]]
}